Record 1
Computed, not measured: the molecule C5H8O, with ωB97M-V/def2-TZVPD.

Cartesian coordinates (Å):
O (-0.85, 1.90, -0.03)
C (-0.75, 0.64, 0.58)
C (-1.09, -0.60, -0.31)
C (0.36, -1.07, -0.16)
C (1.38, -0.01, -0.47)
C (0.65, 0.05, 0.83)
H (-0.52, 1.81, -0.93)
H (-1.35, 0.72, 1.49)
H (-1.47, -0.41, -1.32)
H (-1.78, -1.26, 0.23)
H (0.67, -2.10, -0.06)
H (1.23, 0.77, -1.21)
H (2.40, -0.39, -0.46)
H (1.13, -0.04, 1.80)

Charge: 0
Kohn-Sham gap in eV: 11.00
SMILES: O[C@H]1C[C@H]2C[C@H]21
Spin multiplicity: 1
Relative energy (zero: lowest compared OMol25 entry of this formula, charge and spin) in kcal per mole: 45.4
Molar mass in g mol⁻¹: 84.1

Atomic partial charges in e from the Löwdin method, atoms 1 to 2: O -0.021; C -0.335

Record 2
Computed, not measured: a structure of composition C5H8O, with ωB97M-V/def2-TZVPD.

Cartesian coordinates (Å):
C (1.61, 0.11, -0.29)
C (0.52, 0.22, 0.76)
C (-0.71, 1.06, 0.59)
C (-1.64, -0.89, -0.64)
O (-0.42, -0.94, -1.19)
C (0.59, -0.97, -0.19)
H (1.51, 0.78, -1.14)
H (2.63, -0.09, 0.03)
H (0.79, -0.01, 1.79)
H (-0.71, 1.74, -0.27)
H (-1.10, 1.52, 1.50)
H (-2.32, -0.61, -1.47)
H (-1.56, 0.02, 0.32)
H (0.81, -1.96, 0.20)

Charge: 0
Kohn-Sham gap (spin up / spin down) in eV: 8.17 / 8.17
Spin multiplicity: 1
Relative energy (zero: lowest compared OMol25 entry of this formula, charge and spin) in kcal per mole: 119.4
Molar mass in g mol⁻¹: 84.1

Atomic partial charges in e from the Löwdin method, atoms 1 to 2: C -0.047; C -0.270

Record 3
Computed, not measured: the molecule C5H8O, with ωB97M-V/def2-TZVPD.

Cartesian coordinates (Å):
C (1.52, 1.21, -1.04)
C (0.34, 0.71, -1.37)
C (-0.15, -0.64, -0.90)
C (-0.93, -0.48, 0.38)
C (-0.42, -0.80, 1.57)
O (-0.99, -0.55, 2.79)
H (2.23, 0.64, -0.44)
H (1.83, 2.21, -1.34)
H (-0.36, 1.32, -1.95)
H (0.71, -1.30, -0.72)
H (-0.77, -1.11, -1.67)
H (-1.89, 0.03, 0.32)
H (0.53, -1.30, 1.68)
H (-1.77, 0.00, 2.65)

Charge: 0
Kohn-Sham gap in eV: 9.69
SMILES: C=CC/C=C/O
Spin multiplicity: 1
Relative energy (zero: lowest compared OMol25 entry of this formula, charge and spin) in kcal per mole: 35.9
Molar mass in g mol⁻¹: 84.1

Atomic partial charges in e from the Löwdin method, atoms 1 to 2: C -0.008; C -0.194

Record 4
Computed, not measured: the molecule C5H8O, with ωB97M-V/def2-TZVPD.

Cartesian coordinates (Å):
C (-1.12, -0.87, 0.09)
C (-1.40, 0.19, 0.85)
O (-0.52, 1.20, 1.09)
C (0.42, 1.33, 0.03)
C (1.22, 0.05, -0.18)
C (0.25, -1.12, -0.48)
H (-1.91, -1.58, -0.13)
H (-2.38, 0.37, 1.30)
H (-0.15, 1.56, -0.88)
H (1.06, 2.19, 0.26)
H (1.92, 0.20, -1.01)
H (1.82, -0.15, 0.71)
H (0.18, -1.28, -1.56)
H (0.66, -2.05, -0.06)

Charge: 0
Kohn-Sham gap in eV: 9.75
SMILES: C1=COCCC1
Spin multiplicity: 1
Relative energy (zero: lowest compared OMol25 entry of this formula, charge and spin) in kcal per mole: 20.3
Molar mass in g mol⁻¹: 84.1

Atomic partial charges in e from the Löwdin method, atoms 1 to 2: C -0.096; C -0.165

DFT total energy readings, ordered: -7360.28838 -7357.07554 -7360.69927 -7361.37331 eV
Strongest force on any atom readings, ordered: 0.35 1.28 0.46 0.29 eV/Å